# 1
The following is a DFT calculation (ωB97M-V/def2-TZVPD) of a 7-piece molecular cluster, C5H23NO8 overall.

```
37
Properties=species:S:1:pos:R:3:forces:R:3:nbo_charge:R:1
C 0.965166 2.406432 1.071924 0.0583 -0.8190 0.8354 -0.709
C 0.048764 1.453424 0.389160 -0.5893 -0.4329 -1.2192 0.709
O -1.052218 1.798405 -0.029363 0.3093 0.7432 0.2218 -0.681
N 0.429019 0.161520 0.136951 0.3513 -1.0447 -0.7256 -0.654
C -0.238886 -0.565832 -0.940252 -0.1345 -0.5828 -1.1070 -0.096
C -0.297908 -2.080312 -0.718062 0.1814 0.8433 2.7842 -0.643
C 0.367447 -0.240243 -2.333318 -2.7662 1.8391 0.4978 -0.081
O -0.735901 -0.222251 -3.278957 0.2512 -1.3012 -0.1567 -0.732
H 0.444050 2.801731 1.940144 -0.1266 0.1653 -0.0002 0.245
H 1.189943 3.228220 0.399485 0.2336 -0.0651 -0.0479 0.249
H 1.825894 1.851946 1.446279 0.3315 0.3862 -0.2305 0.232
H 1.361872 -0.221961 0.225671 0.3729 0.9106 1.0013 0.422
H -1.277212 -0.256136 -0.958365 0.0351 0.3299 -0.0471 0.241
H -0.983614 -2.624795 -1.350410 0.3027 -0.1256 -0.4655 0.229
H -0.725725 -2.117562 0.291099 -0.5780 -0.3654 -0.0577 0.223
H 0.655676 -2.550668 -0.450246 0.1793 -0.1194 -1.1030 0.205
H 1.169234 -0.901189 -2.610355 0.1683 0.0283 -0.4087 0.173
H 0.532314 0.838371 -2.384196 1.3037 -0.2779 0.3707 0.202
H -0.971072 -1.141810 -3.458708 -0.1394 0.1157 -0.1796 0.462
O -3.392286 0.746800 0.727762 -0.2491 0.2797 0.1043 -0.993
H -3.765964 0.723646 -0.168376 0.2171 -0.5167 0.3669 0.480
H -2.686917 1.404141 0.624615 0.0082 -0.1282 0.0719 0.489
O 1.317438 -0.788353 3.645183 0.5675 -0.8502 -0.8599 -0.974
H 0.619320 -0.836001 2.959534 0.0340 0.2379 0.8466 0.511
H 1.053086 -0.096721 4.235390 -0.3849 0.5484 0.3619 0.482
O 2.996529 -0.567011 1.550766 0.0458 0.0016 -0.1037 -0.999
H 2.609763 -0.613434 2.454446 -0.0557 0.0101 -0.2105 0.510
H 3.400017 -1.425403 1.405381 0.1424 -0.0797 0.0805 0.470
O -1.114657 -0.161189 2.766387 0.1253 0.0329 -0.0066 -0.983
H -1.949287 -0.060099 3.231556 -0.1597 -0.0488 -0.2261 0.496
H -1.314671 -0.215702 1.825913 -0.4539 0.1202 -0.0450 0.499
O 3.355995 -0.255318 -2.477668 0.3364 0.0150 0.6440 -0.920
H 2.851766 -0.780100 -1.850372 -0.2009 -0.2498 -0.1553 0.453
H 3.990994 0.130842 -1.862883 0.3153 0.2825 -0.3334 0.471
O -3.694737 0.054129 -1.996269 -0.0771 0.2202 -0.1572 -0.950
H -4.173224 0.882012 -2.117755 -0.0528 -0.0658 -0.2644 0.470
H -2.810007 0.240468 -2.342091 0.0975 -0.0368 -0.0767 0.493
```
Forces are in eV/Å.

Results
spin multiplicity	1
SMILES	CC(=O)N[C@H](C)CO.O.O.O.O.O.O
frontier orbital gap	10.1	eV
calculated total energy	-23428.5410	eV
LUMO level	0.010	Ha
total charge	0
energy relative to the best compared isomer or geometry (same formula, charge and spin)	144.2	kJ/mol
max |F|	3.4	eV/Å

# 2
The following is a DFT calculation (ωB97M-V/def2-TZVPD) of a 2-piece molecular cluster, C10H15NO2 overall.

```
28
Properties=species:S:1:pos:R:3:forces:R:3:nbo_charge:R:1
C 1.044869 -1.231426 3.103807 0.1873 -0.4695 -0.0413 -0.628
C -0.010756 -0.717772 2.163667 0.5942 0.4663 -0.0054 -0.051
C -0.189734 0.668656 2.022908 -0.3537 -0.4396 0.4290 -0.183
C -1.098614 1.180091 1.121610 -0.0283 -0.3485 -0.6492 -0.272
C -1.893054 0.311091 0.361838 -0.3719 0.7375 0.8054 0.283
O -2.881001 0.928293 -0.374885 0.2373 -0.6231 -0.3324 -0.678
C -1.730696 -1.048940 0.489529 0.6772 -0.8091 0.1556 -0.296
C -0.756066 -1.560884 1.361234 -0.0944 0.4562 -0.8658 -0.187
H 1.725584 -1.944958 2.632001 -0.1670 -0.0121 -0.1876 0.219
H 0.584829 -1.762606 3.925716 -0.1199 -0.1453 0.3489 0.220
H 1.689588 -0.465997 3.524521 -0.1723 0.3281 -0.0258 0.216
H 0.317778 1.318818 2.727869 0.2355 0.1087 -0.3589 0.215
H -1.182842 2.230646 0.886771 -0.1393 0.2095 0.4211 0.226
H -3.407724 0.237792 -0.798562 0.0005 0.1762 -0.0079 0.481
H -2.225422 -1.806816 -0.105835 -0.4133 0.3905 -0.2216 0.219
H -0.526207 -2.613061 1.232833 -0.0657 -0.0428 0.5737 0.216
C 1.866438 1.407020 -1.472871 0.2267 -0.5233 0.1725 -0.614
C 1.465516 -0.062308 -1.707982 0.0985 0.3993 -0.7415 -0.508
C 0.418374 -0.221842 -2.786802 0.0499 0.0092 -0.1494 0.680
N -0.691546 0.548506 -2.640465 -0.3569 0.0597 0.0511 -0.834
O 0.549985 -0.954241 -3.749692 0.0285 -0.1817 0.2147 -0.618
H 1.362489 1.781285 -0.608775 -0.5072 0.3219 0.6638 0.205
H 1.613814 2.085237 -2.281426 0.3103 -0.1114 -0.3191 0.217
H 2.920697 1.437108 -1.210356 0.1405 0.2633 -0.2908 0.218
H 2.300702 -0.667597 -2.050402 0.0986 0.0124 0.1604 0.231
H 1.076724 -0.459153 -0.780959 -0.1104 -0.3364 0.2843 0.229
H -1.505790 0.259740 -3.154718 0.0211 0.2015 -0.1861 0.397
H -0.837933 1.123319 -1.830576 -0.0057 -0.0976 0.1022 0.396
```
Forces are in eV/Å.

Results
spin multiplicity	1
SMILES	Cc1ccc(O)cc1.CCC(N)=O
frontier orbital gap	9.4	eV
calculated total energy	-16198.8305	eV
LUMO level	0.023	Ha
total charge	0
energy relative to the best compared isomer or geometry (same formula, charge and spin)	25.3	kJ/mol
max |F|	1.2	eV/Å

# 3
The following is a DFT calculation (ωB97M-V/def2-TZVPD) of C3H6N2O2 as an isolated structure.

```
13
Properties=species:S:1:pos:R:3:forces:R:3:nbo_charge:R:1
C 0.138087 0.953317 -0.984626 -0.3506 0.2952 0.2007 -0.295
C 0.400806 -1.542069 -0.303800 0.2527 0.1915 0.0130 -0.417
N -0.127059 -0.213920 -0.122921 0.1895 0.9878 0.0849 -0.446
C 0.559374 0.912679 0.449941 1.3801 -2.1270 -1.3221 0.488
N -1.807820 0.801230 1.002342 1.1152 -0.9061 1.4463 0.222
O -1.854972 -0.057200 1.783753 -0.5427 1.6401 -0.4067 -0.193
O 1.589184 0.998608 1.111083 -0.9718 0.3838 0.1390 -0.564
H 0.915056 0.839915 -1.734955 0.0541 0.2457 0.0198 0.208
H -0.768328 1.495530 -1.259595 0.2928 -0.0984 -0.3083 0.206
H -0.632686 1.469177 1.076694 -1.5311 -0.5440 0.1911 0.170
H 0.220161 -2.125382 0.600372 0.0226 0.0545 -0.0233 0.218
H 1.481830 -1.506012 -0.483643 -0.0085 -0.1430 -0.0283 0.196
H -0.113633 -2.025873 -1.134645 0.0977 0.0201 -0.0060 0.206
```
Forces are in eV/Å.

Results
spin multiplicity	1
frontier orbital gap	8.3	eV
calculated total energy	-10277.1220	eV
LUMO level	-0.020	Ha
total charge	0
energy relative to the best compared isomer or geometry (same formula, charge and spin)	740.6	kJ/mol
max |F|	2.9	eV/Å

# 4
The following is a DFT calculation (ωB97M-V/def2-TZVPD) of a 2-piece molecular cluster, C4H5FO2 overall.

```
12
Properties=species:S:1:pos:R:3:forces:R:3:nbo_charge:R:1
C 4.223230 -0.899137 0.395845 0.9738 -0.1859 3.1668 1.019
C 1.350214 1.949020 0.014585 0.8879 1.0659 -0.5084 0.423
C 1.324718 -0.373359 0.153879 1.8604 3.1014 -0.1599 -0.590
C 0.385685 0.873791 0.237428 0.0514 0.1222 2.5440 -0.604
O 4.447634 -0.912988 1.508944 0.5535 0.1538 3.0194 -0.516
O 4.015108 -0.935659 -0.692674 -0.8331 -0.1230 -6.2725 -0.501
F 1.347476 2.418993 -1.249719 -0.5831 -0.7814 0.8298 -0.350
H 0.784568 -1.228485 0.072581 -1.6596 -2.4973 -0.2780 0.222
H 2.018076 -0.445076 1.001235 -0.5071 0.1780 -0.0801 0.211
H 1.943345 -0.214805 -0.745709 -0.4462 -0.5119 0.3152 0.223
H 0.066050 1.062245 1.351754 0.2588 -0.5971 -2.0907 0.241
H -0.446685 0.766265 -0.427344 -0.5567 0.0753 -0.4854 0.221
```
Forces are in eV/Å.

Results
spin multiplicity	1
frontier orbital gap	9.3	eV
calculated total energy	-11038.4660	eV
LUMO level	0.007	Ha
total charge	0
energy relative to the best compared isomer or geometry (same formula, charge and spin)	291.4	kJ/mol
max |F|	6.3	eV/Å